(1)
Below is a cluster of 8 separate species, C14H44O8 in total, with properties calculated with wB97M-V/def2-TZVPD.

```
! wB97M-V def2-TZVPD RIJCOSX def2/J DEFGRID3
* xyz 0 1
O 1.069 3.640 3.620
H 0.413 3.831 2.950
H 1.906 3.836 3.200
C -4.557 3.947 3.463
C -3.530 2.939 2.846
O -2.839 3.663 1.874
H -4.060 4.819 3.887
H -5.084 3.527 4.320
H -5.342 4.327 2.810
H -4.086 2.116 2.398
H -2.794 2.515 3.528
H -3.437 3.839 1.145
C -1.605 3.006 -1.762
C -1.260 4.086 -2.811
O 0.044 3.723 -3.171
H -0.859 2.913 -0.972
H -1.641 2.013 -2.209
H -2.502 3.205 -1.176
H -1.177 5.087 -2.386
H -1.849 4.048 -3.727
H 0.589 4.275 -2.606
C 2.738 -3.247 1.878
C 2.058 -2.756 3.193
O 0.850 -2.138 2.993
H 3.002 -2.345 1.327
H 2.029 -3.795 1.258
H 3.618 -3.851 2.095
H 2.733 -2.043 3.665
H 1.879 -3.548 3.920
H 0.440 -1.769 3.778
C 4.426 -0.009 -0.182
C 3.515 -0.236 -1.383
O 2.343 0.556 -1.107
H 5.476 -0.175 -0.423
H 4.171 -0.778 0.547
H 4.286 0.988 0.236
H 3.279 -1.300 -1.390
H 3.976 0.018 -2.337
H 1.754 0.077 -0.520
C -1.053 -3.310 -0.364
C 0.172 -4.134 -0.868
O 0.110 -4.424 -2.170
H -1.193 -3.378 0.714
H -1.979 -3.727 -0.761
H -0.953 -2.252 -0.608
H 0.262 -5.058 -0.297
H 1.080 -3.586 -0.617
H 0.195 -5.376 -2.256
C -0.537 -1.213 -3.718
C 0.848 -1.763 -3.926
O 0.664 -3.070 -4.473
H -1.128 -1.056 -4.620
H -0.343 -0.228 -3.293
H -1.072 -1.883 -3.045
H 1.362 -1.842 -2.968
H 1.559 -1.225 -4.553
H 0.520 -3.618 -3.699
C -1.708 0.131 0.466
C -0.570 0.655 1.345
O 0.564 -0.152 1.099
H -2.238 -0.776 0.757
H -1.251 0.045 -0.520
H -2.421 0.953 0.398
H -0.809 0.494 2.397
H -0.483 1.729 1.180
H 0.430 -0.938 1.633
*
```

For the relative energy (zero: lowest compared OMol25 entry of this formula, charge and spin), the calculation gives 258.2 kJ/mol. The total energy comes out at -1161.5836 Ha. The LUMO energy comes out at 0.368 eV. The HOMO energy comes out at -0.3385 hartree. The HOMO-LUMO gap is 9.58 eV.

natural (NBO) population analysis, charges in e, atoms 1 to 4: -0.94, 0.47, 0.47, -0.64



(2)
Below is a cluster of 7 separate species, C14H45N3O7 in total, with properties calculated with wB97M-V/def2-TZVPD.

```
! wB97M-V def2-TZVPD RIJCOSX def2/J DEFGRID3
* xyz 0 1
C -0.385 -1.191 -0.222
C -0.922 -2.312 0.658
O -1.600 -1.681 1.723
H 0.309 -1.567 -0.974
H 0.138 -0.409 0.327
H -1.282 -0.740 -0.648
H -0.241 -3.042 1.126
H -1.645 -3.006 0.195
H -1.702 -2.299 2.460
O 0.197 0.396 3.024
H 0.472 -0.409 3.493
H -0.589 0.127 2.534
O -1.850 -3.283 4.050
H -1.592 -4.192 4.245
H -2.701 -3.169 4.490
O 0.727 -1.818 4.669
H 1.274 -2.372 5.234
H -0.074 -2.341 4.505
C -7.430 2.600 1.346
C -6.163 2.557 2.214
C -4.983 2.299 1.283
O -4.955 1.006 0.729
C -3.681 0.462 0.498
N -6.107 3.764 3.110
H -8.344 2.661 1.948
H -7.571 1.612 0.898
H -7.503 3.347 0.556
H -6.379 1.734 2.899
H -4.070 2.375 1.890
H -4.930 3.053 0.491
H -3.238 0.974 -0.365
H -3.780 -0.592 0.248
H -2.987 0.545 1.338
H -7.073 4.062 3.066
H -5.928 3.459 4.057
C 1.938 1.179 -7.691
C 1.466 0.543 -6.418
C 0.985 1.514 -5.336
O 0.629 0.852 -4.149
C 1.664 0.625 -3.219
N 0.467 -0.492 -6.681
H 1.197 1.778 -8.219
H 2.420 0.467 -8.362
H 2.795 1.827 -7.468
H 2.316 0.026 -5.949
H 0.130 2.067 -5.738
H 1.718 2.313 -5.188
H 1.305 0.181 -2.294
H 2.331 1.449 -2.945
H 2.318 -0.103 -3.715
H -0.094 -0.672 -5.856
H 0.749 -1.416 -6.975
C 3.382 0.346 0.435
C 4.194 -0.033 1.676
C 4.653 -1.455 1.765
O 5.266 -1.688 3.016
C 6.125 -2.799 3.016
N 5.373 0.888 1.598
H 2.569 -0.344 0.197
H 3.982 0.594 -0.442
H 2.888 1.301 0.629
H 3.600 0.276 2.537
H 5.360 -1.627 0.940
H 3.874 -2.191 1.520
H 5.632 -3.695 3.414
H 6.824 -2.658 3.851
H 6.717 -2.981 2.120
H 6.059 0.401 2.173
H 5.762 0.916 0.664
*
```

For the relative energy (zero: lowest compared OMol25 entry of this formula, charge and spin), the calculation gives 39.4 kJ/mol. The total energy comes out at -1251.2249 Ha. The LUMO energy comes out at -0.235 eV. The HOMO energy comes out at -0.3248 hartree. The HOMO-LUMO gap is 8.60 eV.

natural (NBO) population analysis, charges in e, atoms 1 to 4: -0.64, -0.06, -0.77, 0.21



(3)
Below is a structure of composition C14H46F6FeNO19S2, with properties calculated with wB97M-V/def2-TZVPD.

```
! wB97M-V def2-TZVPD RIJCOSX def2/J DEFGRID3
* xyz 1 5
Fe 2.860 1.640 -0.914
C -1.160 1.609 0.534
F -2.435 1.299 0.456
F -0.925 2.857 0.783
F -0.426 0.849 1.364
S -0.452 1.203 -1.256
O -1.458 0.328 -1.931
O -0.304 2.471 -1.976
N 1.205 0.517 -1.041
S 0.982 -0.924 -0.907
O 2.204 -1.541 -0.330
O -0.267 -1.419 -0.352
C 0.935 -1.582 -2.826
F 1.710 -0.724 -3.504
F 1.501 -2.831 -2.832
F -0.259 -1.546 -3.420
O 1.831 2.831 0.603
H 1.369 3.650 0.423
H 1.884 2.791 1.558
O 2.606 2.789 -2.727
H 2.380 2.772 -3.657
H 2.147 3.555 -2.382
O 2.346 -5.484 -1.451
H 2.767 -4.911 -2.091
H 1.498 -5.697 -1.840
O 3.713 0.697 0.779
H 4.568 0.279 0.675
H 3.504 0.588 1.707
C -2.091 -0.777 4.043
C -3.616 -0.419 3.883
C -4.351 -1.429 2.922
O -5.635 -1.653 3.625
C -5.425 -1.387 4.950
O -6.229 -1.674 5.840
O -4.298 -0.875 5.086
H -1.484 0.030 3.633
H -1.787 -1.673 3.502
H -1.787 -0.844 5.087
H -3.684 0.641 3.639
H -3.797 -2.321 2.630
H -4.457 -0.956 1.946
C -3.314 4.239 -3.203
O -4.072 4.986 -2.258
H -3.020 3.270 -2.799
H -3.644 4.137 -4.236
H -2.406 4.838 -3.273
H -3.589 5.271 -1.479
C 0.621 2.739 3.785
O 1.983 2.806 3.361
H 0.379 1.696 3.579
H 0.559 3.053 4.826
H -0.017 3.355 3.151
H 2.643 2.952 4.042
C -5.782 1.666 0.916
O -5.297 1.513 2.248
H -6.872 1.662 0.896
H -5.501 2.669 0.593
H -5.295 0.980 0.223
H -5.983 1.888 2.804
C 5.166 -2.934 1.250
O 5.190 -3.131 2.675
H 5.495 -1.899 1.157
H 5.891 -3.514 0.680
H 4.181 -3.147 0.835
H 6.078 -2.911 2.965
C 3.834 -2.563 -5.743
O 3.587 -3.593 -6.695
H 3.812 -2.955 -4.726
H 4.868 -2.250 -5.883
H 3.136 -1.733 -5.853
H 2.657 -3.470 -6.899
C -1.150 -4.492 -2.183
O -0.883 -5.645 -2.830
H -1.298 -3.770 -2.987
H -2.093 -4.524 -1.638
H -0.350 -4.169 -1.517
H -1.697 -6.152 -2.885
C 1.655 -2.743 3.053
O 2.750 -1.872 3.261
H 0.794 -2.369 3.606
H 1.447 -2.850 1.988
H 1.999 -3.745 3.307
H 3.583 -2.279 3.013
C 0.670 5.423 -2.925
O 1.280 4.981 -1.785
H 1.136 5.081 -3.849
H -0.282 4.895 -2.983
H 0.526 6.500 -2.831
H 0.943 5.387 -0.983
*
```

The total energy comes out at -4704.0975 Ha. The LUMO energy (spin up / spin down) comes out at -4.260 / -4.991 eV. The HOMO energy (spin up / spin down) comes out at -0.4326 / -0.4326 hartree. The HOMO-LUMO gap (spin up / spin down) is 7.51 / 6.78 eV.

Mulliken population analysis, charges in e, atoms 1 to 4: 0.66, 0.53, -0.08, -0.18



(4)
Below is a cluster of 9 separate species, C14H46O9 in total, with properties calculated with wB97M-V/def2-TZVPD.

```
! wB97M-V def2-TZVPD RIJCOSX def2/J DEFGRID3
* xyz 0 1
C 7.102 -5.406 -2.661
O 5.748 -5.368 -2.176
H 7.154 -4.715 -3.502
H 7.810 -5.187 -1.862
H 7.409 -6.403 -2.979
H 5.610 -4.921 -1.338
C 0.841 0.075 0.078
O 0.021 -0.995 0.501
H 1.798 0.085 0.601
H 1.039 -0.070 -0.984
H 0.293 1.010 0.194
H -0.928 -0.888 0.403
O 2.838 -5.259 2.648
H 2.248 -5.992 2.474
H 2.259 -4.539 2.897
C -0.417 6.945 -0.417
C 0.629 6.862 -1.552
O 0.135 7.370 -2.790
H -0.849 7.946 -0.398
H 0.028 6.722 0.553
H -1.300 6.309 -0.471
H 1.002 5.839 -1.601
H 1.454 7.441 -1.137
H -0.362 6.679 -3.233
C 1.839 0.819 -6.975
C 1.780 0.802 -8.455
O 1.469 2.088 -9.031
H 2.304 -0.080 -6.569
H 0.853 0.784 -6.512
H 2.377 1.660 -6.537
H 1.016 0.108 -8.805
H 2.713 0.406 -8.857
H 1.472 1.881 -9.968
C -2.543 -6.113 -3.879
C -3.747 -7.013 -4.224
O -3.783 -6.961 -5.661
H -2.507 -5.153 -4.394
H -1.661 -6.679 -4.177
H -2.558 -6.040 -2.791
H -4.664 -6.702 -3.723
H -3.562 -8.029 -3.875
H -2.979 -6.546 -5.983
C 5.181 0.209 6.213
C 5.405 0.413 7.652
O 6.753 0.752 8.009
H 5.801 -0.553 5.742
H 5.450 1.154 5.741
H 4.163 0.003 5.881
H 4.996 -0.424 8.219
H 4.698 1.222 7.835
H 6.922 0.339 8.860
C -2.623 4.240 7.768
C -3.076 3.194 6.750
O -4.420 3.543 6.359
H -3.151 4.065 8.705
H -2.779 5.264 7.426
H -1.539 4.157 7.838
H -3.066 2.189 7.173
H -2.408 3.228 5.889
H -4.576 4.482 6.480
C -6.883 -0.483 -1.111
C -6.934 0.325 0.182
O -5.978 -0.103 1.139
H -7.700 -0.316 -1.812
H -7.037 -1.534 -0.869
H -5.871 -0.337 -1.490
H -7.828 0.299 0.804
H -6.934 1.382 -0.083
H -5.946 0.520 1.868
*
```

For the relative energy (zero: lowest compared OMol25 entry of this formula, charge and spin), the calculation gives 401.9 kJ/mol. The total energy comes out at -1237.9602 Ha. The LUMO energy comes out at 0.292 eV. The HOMO energy comes out at -0.3714 hartree. The HOMO-LUMO gap is 10.40 eV.

natural (NBO) population analysis, charges in e, atoms 1 to 4: -0.25, -0.75, 0.17, 0.17



(5)
Below is a cluster of 10 separate species, C14H48O10 in total, with properties calculated with wB97M-V/def2-TZVPD.

```
! wB97M-V def2-TZVPD RIJCOSX def2/J DEFGRID3
* xyz 0 1
C -0.967 -0.725 3.222
C -2.211 -1.458 2.768
O -3.342 -0.608 2.649
H -0.192 -1.434 3.525
H -1.186 -0.111 4.099
H -0.578 -0.085 2.429
H -2.495 -2.259 3.449
H -2.004 -1.933 1.796
H -3.115 0.070 2.003
C 2.379 1.195 1.584
C 2.660 2.243 2.632
O 3.258 1.633 3.764
H 3.297 0.783 1.154
H 1.807 1.585 0.741
H 1.855 0.322 1.980
H 1.769 2.835 2.869
H 3.355 2.971 2.181
H 3.595 2.321 4.341
C 2.973 1.494 -2.147
C 3.283 0.130 -2.710
O 2.813 0.033 -4.055
H 1.911 1.625 -1.945
H 3.403 2.234 -2.821
H 3.471 1.651 -1.183
H 2.786 -0.649 -2.122
H 4.359 -0.039 -2.724
H 2.006 -0.488 -4.044
C -1.434 -3.573 -1.252
C -2.281 -4.464 -2.116
O -3.643 -4.072 -1.938
H -0.399 -3.926 -1.200
H -1.789 -3.526 -0.223
H -1.428 -2.551 -1.634
H -2.161 -5.504 -1.795
H -1.997 -4.378 -3.170
H -4.216 -4.808 -2.167
C 1.895 -2.707 0.960
C 2.264 -4.066 1.479
O 2.874 -3.859 2.749
H 2.769 -2.130 0.655
H 1.420 -2.128 1.759
H 1.174 -2.702 0.142
H 3.026 -4.502 0.817
H 1.398 -4.729 1.548
H 3.066 -4.717 3.139
C -3.442 3.033 2.358
C -2.523 2.872 1.174
O -2.401 1.467 0.896
H -3.543 4.090 2.596
H -2.951 2.560 3.211
H -4.391 2.542 2.165
H -1.533 3.295 1.366
H -2.934 3.343 0.272
H -1.707 1.390 0.232
C -0.473 3.700 -2.497
C -0.468 4.920 -1.630
O 0.536 4.709 -0.614
H -0.600 2.812 -1.874
H 0.506 3.586 -2.962
H -1.270 3.774 -3.237
H -1.421 5.120 -1.132
H -0.189 5.814 -2.197
H 0.300 5.209 0.171
O -2.495 -0.204 -1.867
H -3.055 -0.203 -1.080
H -2.909 -0.839 -2.459
O 0.681 -2.050 -3.591
H 0.471 -2.900 -3.193
H 0.650 -2.209 -4.540
O 0.005 -0.167 -0.548
H -0.849 -0.087 -0.998
H 0.577 -0.572 -1.207
*
```

For the relative energy (zero: lowest compared OMol25 entry of this formula, charge and spin), the calculation gives 107.9 kJ/mol. The total energy comes out at -1314.5177 Ha. The LUMO energy comes out at 0.142 eV. The HOMO energy comes out at -0.3502 hartree. The HOMO-LUMO gap is 9.67 eV.

Mulliken population analysis, charges in e, atoms 1 to 4: -0.70, -0.07, -0.60, 0.39



(6)
Below is a cluster of 10 separate species, C14H49NO11P in total, with properties calculated with wB97M-V/def2-TZVPD.

```
! wB97M-V def2-TZVPD RIJCOSX def2/J DEFGRID3
* xyz -1 1
C 2.764 -2.301 2.124
C 1.910 -3.461 1.697
N 1.926 -4.497 2.439
C 1.112 -3.307 0.441
P -0.811 -3.516 0.528
O -0.858 -3.284 2.266
C -1.706 -2.212 2.552
C -1.240 -1.111 1.604
O -1.022 -1.729 0.367
H 2.128 -1.497 2.509
H 3.312 -1.886 1.274
H 3.471 -2.617 2.890
H 1.273 -5.185 2.062
H 1.312 -2.334 -0.011
H 1.444 -4.068 -0.274
H -2.253 -3.663 0.559
H -0.650 -4.954 0.643
H -0.817 -3.588 -0.917
H -1.585 -1.917 3.602
H -2.765 -2.470 2.410
H -0.274 -0.749 2.009
H -1.949 -0.277 1.514
C 0.681 0.475 -2.260
O -0.177 0.783 -1.176
H 0.586 1.268 -2.996
H 1.730 0.429 -1.944
H 0.409 -0.479 -2.724
H -0.110 0.057 -0.536
C -3.674 -4.076 5.384
O -4.181 -2.827 4.952
H -3.735 -4.754 4.535
H -2.625 -4.012 5.687
H -4.259 -4.494 6.212
H -4.124 -2.193 5.676
C 1.308 3.792 -4.575
O 1.846 2.480 -4.654
H 0.230 3.699 -4.492
H 1.684 4.313 -3.690
H 1.544 4.387 -5.465
H 2.802 2.546 -4.739
C -2.300 6.138 -3.599
O -1.577 5.429 -4.598
H -2.229 5.554 -2.685
H -1.871 7.126 -3.414
H -3.355 6.239 -3.867
H -1.628 5.926 -5.420
C 0.246 4.539 -1.070
O 0.798 5.805 -1.435
H -0.527 4.301 -1.796
H 0.997 3.747 -1.099
H -0.203 4.570 -0.075
H 1.487 6.019 -0.800
C -4.476 1.274 5.995
O -3.926 -0.025 6.143
H -5.547 1.185 6.163
H -4.064 1.977 6.725
H -4.313 1.669 4.989
H -2.979 0.022 5.977
C 2.481 -1.954 5.715
O 3.085 -0.684 5.472
H 1.917 -2.223 4.826
H 3.231 -2.729 5.890
H 1.798 -1.907 6.569
H 3.596 -0.443 6.249
C 2.529 2.514 -7.839
O 3.708 2.841 -7.113
H 2.193 1.550 -7.469
H 1.731 3.241 -7.668
H 2.725 2.438 -8.913
H 4.028 3.698 -7.407
C 1.026 -3.319 -3.426
O 2.156 -2.900 -2.679
H 0.713 -4.274 -3.008
H 0.189 -2.624 -3.326
H 1.263 -3.453 -4.488
H 2.439 -2.038 -2.999
*
```

For the relative energy (zero: lowest compared OMol25 entry of this formula, charge and spin), the calculation gives 0.0 kJ/mol. The total energy comes out at -1786.3669 Ha. The LUMO energy comes out at 2.070 eV. The HOMO energy comes out at -0.1489 hartree. The HOMO-LUMO gap is 6.12 eV.

Mulliken population analysis, charges in e, atoms 1 to 4: -1.25, 0.94, -0.91, -0.64



(7)
Below is a structure of composition C14H4B3BaBr2O24, with properties calculated with wB97M-V/def2-TZVPD.

```
! wB97M-V def2-TZVPD RIJCOSX def2/J DEFGRID3
* xyz -1 1
Ba 0.854 -1.323 1.225
O -6.238 -0.410 6.553
C -5.488 -1.018 5.863
O -4.323 -0.590 5.369
B -3.743 -1.631 4.531
O -4.605 -2.785 4.631
C -5.671 -2.483 5.381
O -6.585 -3.199 5.628
O -2.328 -1.894 4.931
C -1.532 -1.566 3.961
O -0.322 -1.564 3.961
C -2.392 -1.190 2.742
O -3.630 -1.187 3.087
O -1.881 -1.016 1.656
O 0.785 6.392 -2.912
C 0.267 5.474 -2.361
O 0.765 4.241 -2.216
B -0.077 3.502 -1.307
O -1.318 4.262 -1.169
C -1.135 5.475 -1.692
O -1.909 6.380 -1.655
O 0.617 3.282 0.010
C 0.482 2.046 0.366
O 0.771 1.565 1.445
C -0.132 1.274 -0.817
O -0.413 2.113 -1.751
O -0.303 0.071 -0.830
O 6.005 -1.011 -0.564
C 5.278 -0.223 -1.092
O 5.521 0.562 -2.117
B 4.315 1.329 -2.477
O 3.283 0.892 -1.472
C 3.807 0.000 -0.693
O 3.204 -0.612 0.169
O 3.853 1.036 -3.832
C 3.926 2.134 -4.579
O 3.744 2.214 -5.753
C 4.330 3.300 -3.639
O 4.516 2.777 -2.421
O 4.447 4.443 -3.942
Br -0.589 -3.222 -0.428
C -0.864 -4.472 -1.893
C -1.044 -5.873 -1.404
Br 0.613 -6.570 -0.637
H -0.040 -4.340 -2.586
H -1.765 -4.122 -2.397
H -1.247 -6.541 -2.234
H -1.812 -5.920 -0.639
*
```

The total energy comes out at -7590.7108 Ha. The LUMO energy comes out at 0.779 eV. The HOMO energy comes out at -0.2836 hartree. The HOMO-LUMO gap is 8.50 eV.

Mulliken population analysis, charges in e, atoms 1 to 4: 2.02, -0.55, 0.58, -0.47